a | Molecular formula: CH5S3
Method: DFT, ωB97M-V/def2-TZVPD

Computed properties:
Highest occupied orbital energy   -2.946 eV
Spin multiplicity   1
HOMO-LUMO gap   6.60 eV
Net charge   -1
Molecular weight   113.25 g/mol

Structure (XYZ):
```
9
Properties=species:S:1:pos:R:3:nbo_charge:R:1
S -0.30 -1.98 1.91 -0.576
H -0.80 -1.80 3.13 0.111
C -0.29 0.85 -1.54 -0.758
S 0.29 1.44 0.06 -0.012
S 1.86 0.19 0.63 -0.571
H -0.29 -0.25 -1.54 0.218
H 0.32 1.19 -2.37 0.191
H -1.33 1.19 -1.66 0.203
H 0.53 -0.84 1.37 0.195
```

***

b | Molecular formula: CH5S3
Method: DFT, ωB97M-V/def2-TZVPD

Computed properties:
Highest occupied orbital energy   -2.837 eV
Spin multiplicity   1
HOMO-LUMO gap   6.42 eV
Net charge   -1
Molecular weight   113.25 g/mol

Structure (XYZ):
```
9
Properties=species:S:1:pos:R:3:nbo_charge:R:1
S 1.76 -1.19 -1.92 -0.489
H 0.74 -1.44 -2.75 0.110
C -2.27 0.54 1.64 -0.759
S -1.17 0.97 0.23 -0.038
S 0.61 0.07 1.00 -0.646
H -2.18 1.21 2.49 0.202
H -3.37 0.61 1.50 0.188
H -2.14 -0.55 1.69 0.226
H 0.96 -0.54 -0.87 0.206
```

***

Name the most stable of them. a.

***

a | Molecular formula: C4H12NO2
Method: DFT, ωB97M-V/def2-TZVPD

Computed properties:
Highest occupied orbital energy (alpha / beta)   -8.855 / -8.850 eV
Spin multiplicity   2
HOMO-LUMO gap (alpha / beta)   9.24 / 5.55 eV
Expectation value of S²   0.7529
Net charge   0
Molecular weight   106.14 g/mol

Structure (XYZ):
```
19
Properties=species:S:1:pos:R:3:nbo_charge:R:1
C 0.97 -1.11 1.20 -0.649
C 1.74 -0.36 -0.01 -0.270
N 1.55 1.13 0.02 -0.533
C -0.35 1.30 0.17 -0.427
C -0.67 0.79 -1.25 -0.061
O -2.10 0.87 -1.54 -0.735
H 1.49 -0.69 2.06 0.222
H 0.98 -2.22 1.30 0.214
H -0.10 -0.87 1.18 0.190
H 2.92 -0.53 0.11 0.219
H 1.54 -0.91 -0.99 0.170
H 0.73 1.38 0.87 0.362
H -0.65 2.33 0.24 0.235
H -0.98 0.74 0.76 0.209
H -0.04 1.45 -1.94 0.207
H -0.38 -0.23 -1.32 0.158
H -1.80 -2.00 0.12 0.436
H -2.48 0.10 -1.05 0.477
O -2.36 -1.20 0.08 -0.422
```

***

b | Molecular formula: C4H12NO2
Method: DFT, ωB97M-V/def2-TZVPD

Computed properties:
Highest occupied orbital energy (alpha / beta)   -9.279 / -9.337 eV
Spin multiplicity   2
HOMO-LUMO gap (alpha / beta)   10.22 / 7.13 eV
Expectation value of S²   0.7569
Net charge   0
Molecular weight   106.14 g/mol

Structure (XYZ):
```
19
Properties=species:S:1:pos:R:3:nbo_charge:R:1
C 0.87 -1.80 -1.35 -0.437
N 1.09 -0.62 -0.50 -0.600
C 0.90 0.09 1.90 -0.617
C 0.29 -0.68 0.71 -0.010
C -1.23 -0.21 0.60 -0.134
O -1.45 1.11 0.66 -0.379
H 0.00 -1.73 -2.00 0.194
H 1.04 -2.63 -0.65 0.200
H 1.76 -1.98 -1.96 0.208
H 0.81 0.20 -1.03 0.394
H 0.55 -0.36 2.84 0.210
H 1.98 -0.09 1.90 0.224
H 0.66 1.15 1.83 0.219
H 0.22 -1.70 1.09 0.201
H -1.54 -0.62 -0.39 0.193
H -1.71 -0.75 1.43 0.178
H -0.84 1.58 -0.78 0.481
H -0.23 2.78 -1.63 0.472
O -0.49 1.86 -1.67 -0.996
```

***

Name the most stable of them. b.

***

a | Molecular formula: C5H6OS2
Method: DFT, ωB97M-V/def2-TZVPD

Computed properties:
Highest occupied orbital energy   -8.157 eV
SMILES string   C=[S@@H](=O)c1cccs1
Spin multiplicity   1
HOMO-LUMO gap   8.00 eV
Net charge   0
Molecular weight   146.24 g/mol

Structure (XYZ):
```
14
Properties=species:S:1:pos:R:3:nbo_charge:R:1
C -2.42 0.53 -0.30 -0.253
C -1.37 -0.36 -0.65 -0.236
C -1.99 1.55 0.53 -0.408
C -0.18 0.10 -0.08 -0.495
C 2.87 -1.10 0.99 -0.893
O 1.73 -1.22 -1.46 -0.948
S -0.31 1.43 0.88 0.522
S 1.58 -0.49 -0.21 1.503
H -3.46 0.67 -0.60 0.243
H -1.50 -0.99 -1.54 0.258
H -2.55 2.39 0.98 0.248
H 3.48 -1.74 0.32 0.231
H 2.32 -1.62 1.80 0.203
H 1.77 0.85 -0.66 0.024
```

***

b | Molecular formula: C5H6OS2
Method: DFT, ωB97M-V/def2-TZVPD

Computed properties:
Highest occupied orbital energy   -8.685 eV
SMILES string   C=C1CCSC(=S)O1
Spin multiplicity   1
HOMO-LUMO gap   9.06 eV
Net charge   0
Molecular weight   146.24 g/mol

Structure (XYZ):
```
14
Properties=species:S:1:pos:R:3:nbo_charge:R:1
C 2.23 -1.75 -0.38 -0.433
C 1.42 -0.82 0.12 0.292
C 1.86 0.46 0.71 -0.490
C 1.30 1.49 -0.22 -0.551
C -0.94 -0.18 0.01 0.001
H 1.84 -2.67 -0.87 0.230
H 3.32 -1.68 -0.20 0.215
H 1.45 0.62 1.74 0.234
H 2.94 0.55 0.78 0.245
H 1.60 2.56 0.03 0.248
H 1.59 1.28 -1.24 0.227
O -0.01 -1.10 0.00 -0.492
S -0.48 1.45 -0.21 0.339
S -2.51 -0.64 0.11 -0.064
```

***

Name the most stable of them. b.

***

a | Molecular formula: C5H6OS2
Method: DFT, ωB97M-V/def2-TZVPD

Computed properties:
Highest occupied orbital energy   -8.965 eV
SMILES string   S=C[C@H]1OC[C@@H]2S[C@@H]21
Spin multiplicity   1
HOMO-LUMO gap   8.42 eV
Net charge   0
Molecular weight   146.24 g/mol

Structure (XYZ):
```
14
Properties=species:S:1:pos:R:3:nbo_charge:R:1
C 1.52 0.07 -0.98 -0.273
C 0.14 -0.42 -0.72 -0.022
C 0.06 -1.37 1.41 -0.092
C -0.71 -0.06 1.47 -0.346
C -0.74 0.50 0.14 -0.331
H 2.25 -0.72 -0.76 0.210
H -0.36 -0.61 -1.73 0.238
H -0.54 -2.18 1.81 0.211
H 1.04 -1.23 1.85 0.184
H -0.58 0.66 2.36 0.249
H -0.48 1.56 -0.01 0.254
O 0.22 -1.65 0.00 -0.518
S 2.05 1.51 -1.46 0.076
S -2.34 -0.05 0.75 0.160
```

***

b | Molecular formula: C5H6OS2
Method: DFT, ωB97M-V/def2-TZVPD

Computed properties:
Highest occupied orbital energy   -8.661 eV
SMILES string   C=C[C@H](S)C(=S)C=O
Spin multiplicity   1
HOMO-LUMO gap   6.35 eV
Net charge   0
Molecular weight   146.24 g/mol

Structure (XYZ):
```
14
Properties=species:S:1:pos:R:3:nbo_charge:R:1
C -0.05 0.01 -1.16 -0.426
C -0.66 1.31 -0.68 -0.200
C -0.52 1.58 0.85 -0.380
C 1.24 -0.40 -0.23 -0.199
C 0.91 -1.31 0.91 0.310
H -1.86 -1.56 0.10 0.196
H 0.15 0.31 -2.24 0.267
H -1.39 1.97 -1.33 0.252
H 0.17 0.99 1.62 0.186
H -1.01 2.20 1.50 0.191
H 1.95 -1.27 1.67 0.196
O -0.32 -1.97 1.08 -0.555
S -1.38 -1.38 -1.21 -0.042
S 2.78 -0.49 -0.87 0.205
```

***

c | Molecular formula: C5H6OS2
Method: DFT, ωB97M-V/def2-TZVPD

Computed properties:
Highest occupied orbital energy   -8.966 eV
SMILES string   C=CC(=S)C(=O)SC
Spin multiplicity   1
HOMO-LUMO gap   7.51 eV
Net charge   0
Molecular weight   146.24 g/mol

Structure (XYZ):
```
14
Properties=species:S:1:pos:R:3:nbo_charge:R:1
C 3.17 0.11 0.09 -0.724
C 0.50 0.04 -0.11 0.315
C -0.94 0.57 -0.08 -0.219
C -1.95 -0.52 -0.04 -0.293
C -3.26 -0.29 0.11 -0.273
H 3.06 -0.53 0.93 0.230
H 4.03 0.77 0.19 0.226
H 3.29 -0.46 -0.83 0.232
H -1.50 -1.52 -0.10 0.243
H -3.69 0.71 0.17 0.213
H -3.92 -1.14 0.03 0.203
O 0.73 -1.14 -0.23 -0.550
S 1.74 1.25 -0.04 0.271
S -1.26 2.15 -0.10 0.126
```

***

Name the most stable of them. c.

***

a | Molecular formula: C5H33NO10
Method: DFT, ωB97M-V/def2-TZVPD

Computed properties:
Highest occupied orbital energy   -9.270 eV
SMILES string   CC[C@@H](C)CN.O.O.O.O.O.O.O.O.O.O
Spin multiplicity   1
HOMO-LUMO gap   9.59 eV
Net charge   0
Molecular weight   267.32 g/mol

Structure (XYZ):
```
49
Properties=species:S:1:pos:R:3:nbo_charge:R:1
C -0.92 2.23 -0.43 -0.248
C -1.69 0.88 -0.28 -0.217
C -1.17 -0.27 -1.18 -0.619
C -3.18 1.25 -0.67 -0.390
C -4.15 0.42 0.22 -0.615
N 0.50 2.18 0.06 -0.903
H -0.91 2.52 -1.48 0.205
H -1.62 3.00 -0.06 0.179
H -1.61 0.56 0.76 0.197
H -0.60 -0.96 -0.56 0.219
H -2.08 -0.69 -1.62 0.208
H -0.45 0.06 -1.94 0.205
H -3.30 1.29 -1.76 0.201
H -3.29 2.33 -0.40 0.191
H -5.17 0.81 0.26 0.207
H -4.19 -0.64 0.01 0.211
H -3.66 0.41 1.20 0.204
H 0.60 1.36 0.65 0.404
H 0.67 3.00 0.63 0.370
H 0.51 -0.73 2.21 0.480
H 1.74 -1.17 1.41 0.507
O 1.17 -0.41 1.59 -0.983
H -2.30 2.32 -3.90 0.473
H -1.76 3.67 -3.77 0.468
O -1.75 2.82 -3.28 -0.931
H 1.67 -0.98 4.62 0.474
H 2.53 0.28 4.59 0.473
O 1.88 -0.19 5.12 -0.947
H -0.56 -2.93 0.83 0.504
H -1.47 -3.63 1.70 0.456
O -1.47 -2.81 1.18 -0.974
H 3.31 -0.10 -0.25 0.505
H 4.42 -0.56 0.68 0.478
O 3.63 -0.90 0.23 -1.008
H 0.99 -2.90 -0.91 0.498
H 1.65 -3.82 0.02 0.500
O 0.97 -3.13 0.03 -0.970
H 0.85 2.09 -1.83 0.507
H 1.13 3.12 -3.05 0.480
O 1.33 2.27 -2.66 -1.005
H 3.87 -3.21 -1.92 0.472
H 3.23 -2.02 -1.23 0.504
O 3.06 -2.95 -1.46 -0.990
H -1.12 -2.57 3.19 0.488
H -0.60 -2.30 4.61 0.472
O -0.36 -2.71 3.78 -0.971
H 3.57 0.93 -2.28 0.484
H 2.61 1.58 -1.33 0.510
O 3.49 1.17 -1.34 -0.964
```

***

b | Molecular formula: C5H33NO10
Method: DFT, ωB97M-V/def2-TZVPD

Computed properties:
Highest occupied orbital energy   -8.658 eV
SMILES string   CCCNCC.O.O.O.O.O.O.O.O.O.O
Spin multiplicity   1
HOMO-LUMO gap   8.75 eV
Net charge   0
Molecular weight   267.32 g/mol

Structure (XYZ):
```
49
Properties=species:S:1:pos:R:3:nbo_charge:R:1
C -1.30 2.17 -1.14 -0.413
C -1.56 2.45 -2.66 -0.604
C -1.32 0.70 -0.72 -0.267
N 0.19 0.38 -0.59 -0.717
C 0.52 -0.62 0.57 -0.217
C 1.84 -1.32 0.14 -0.650
H -2.01 2.69 -0.50 0.207
H -0.31 2.55 -0.81 0.191
H -0.77 2.21 -3.24 0.182
H -2.51 1.90 -3.00 0.214
H -1.64 3.49 -2.72 0.215
H -1.91 0.63 0.21 0.192
H -1.82 0.06 -1.50 0.238
H 0.63 -0.03 -1.42 0.384
H -0.34 -1.16 0.90 0.199
H 0.65 0.19 1.51 0.167
H 1.99 -2.21 0.71 0.229
H 2.59 -0.58 0.10 0.193
H 1.85 -1.86 -0.88 0.220
H 1.05 -2.07 -3.58 0.478
H -0.51 -2.09 -3.38 0.482
O 0.30 -1.45 -3.23 -0.956
H 3.61 -0.58 1.53 0.477
H 3.13 0.42 2.56 0.460
O 3.75 -0.29 2.49 -0.950
H 0.64 0.82 4.40 0.489
H 1.89 0.22 3.74 0.487
O 1.02 0.00 4.09 -0.957
H 0.19 -1.42 3.44 0.494
H 0.82 -2.68 3.53 0.473
O 0.00 -2.31 3.38 -0.950
H -1.68 -3.73 1.33 0.459
H -0.92 -2.59 1.89 0.509
O -1.32 -2.99 1.12 -0.975
H -1.70 1.95 2.54 0.464
H -1.00 3.11 1.88 0.470
O -1.66 2.83 2.44 -0.930
H 1.57 1.87 1.17 0.497
H 2.83 2.44 1.90 0.488
O 1.98 1.99 2.01 -0.972
H 1.64 2.67 -1.90 0.461
H 0.72 1.72 -2.67 0.475
O 1.59 2.18 -2.67 -0.936
H -2.18 -0.38 -3.54 0.467
H -2.58 -1.71 -2.71 0.491
O -2.92 -0.87 -2.96 -0.963
H -1.00 -3.06 -1.58 0.457
H -2.19 -2.75 -0.58 0.531
O -1.83 -2.88 -1.63 -0.983
```

***

Name the most stable of them. a.